This record from the Open Molecules 2025 dataset describes C8H11NOS in the gas phase. The level of theory is ωB97M-V/def2-TZVPD.

```
22
C8H11NOS ωB97M-V/def2-TZVPD
O 0.6334 1.5027 2.0190
S 0.5136 -1.8426 -1.5720
C 0.1790 -1.3122 -3.2137
C -0.4538 -0.0667 -3.4390
C -0.6814 0.5776 -2.1332
C -0.1887 -0.2177 -1.0624
N -0.3942 -0.9837 0.9995
C 0.7713 0.3370 2.7368
C 0.7776 1.2506 0.5633
C -0.4217 -0.6122 2.4518
C -0.3766 0.2593 0.2760
H 0.6882 -1.6716 -4.1269
H -0.6795 0.2587 -4.4723
H -1.1302 1.4546 -2.0778
H -1.1673 -1.5834 0.7099
H 1.8064 -0.0491 2.3906
H 0.8523 0.5514 3.7839
H 1.6866 0.8512 0.3567
H 0.7098 2.0328 -0.1084
H -0.4137 -1.4454 3.1194
H -1.4157 -0.1137 2.4022
H -1.2953 0.8225 0.3962
```

## Properties
HOMO energy = -0.304 hartree
Largest force on an atom = 7.465 eV/Å
SMILES = c1csc([C@@H]2COCCN2)c1
Frontier orbital gap = 0.3344 hartree
Energy = -839.5030 a.u.
Relative energy (zero: lowest compared OMol25 entry of this formula, charge and spin) = 293.7 kJ/mol

Mulliken population analysis, charges in e, atoms 1 to 8: O -0.456; S -0.058; C -0.402; C -0.335; C -0.823; C -0.495; N -0.574; C -0.348